[1]
The following is a DFT calculation (ωB97M-V with the def2-TZVPD basis set) of one molecule with the formula C5H4S.

```
! RIJCOSX wB97M-V def2-TZVPD def2/J DEFGRID3
* xyz 0 1
C -0.967 -3.087 -1.473
C -0.372 -2.201 -0.876
C 0.020 -0.973 -0.335
C 0.417 0.110 0.012
C 0.757 1.415 0.603
S -0.702 2.500 0.512
H -1.396 -4.026 -1.760
H 1.110 1.297 1.617
H 1.558 1.853 0.031
H -0.426 3.113 1.668
*
```

Summary:
Electronic energy (eV): -16081.0467
Relative energy (zero: lowest compared OMol25 entry of this formula, charge and spin) (eV): 2.283
LUMO level (eV): 0.62
HOMO-LUMO gap (eV): 9.9
SMILES string: C#CC#CCS

Results of the Löwdin charge analysis, in e, for atoms 1 through 8: number 1, C, carries 0.1216; number 2, C, carries -0.1383; number 3, C, carries -0.0589; number 4, C, carries -0.1010; number 5, C, carries -0.5542; number 6, S, carries 0.7126; number 7, H, carries 0.0314; number 8, H, carries 0.0764

[2]
The following is a DFT calculation (ωB97M-V with the def2-TZVPD basis set) of an isolated ion of composition C7H13N2 and charge +1.

```
! RIJCOSX wB97M-V def2-TZVPD def2/J DEFGRID3
* xyz 1 1
C 1.016 -2.586 0.176
C 0.029 -1.619 0.376
C 0.157 -0.198 -0.315
C 1.058 0.265 -1.391
N -0.841 0.570 0.393
C -0.165 1.682 1.223
C -1.650 1.196 -0.611
N -1.511 -0.174 1.327
C -0.974 -1.359 1.322
H 1.833 -2.204 -0.478
H 0.563 -3.613 -0.014
H 1.600 -2.747 1.156
H 1.719 -0.541 -1.549
H 1.728 1.148 -1.087
H 0.536 0.598 -2.238
H 0.168 2.523 0.597
H -1.043 2.148 1.638
H 0.435 1.272 2.034
H -1.099 1.415 -1.430
H -2.609 0.739 -0.812
H -1.931 2.162 -0.176
H -1.255 -2.133 2.077
*
```

Summary:
Electronic energy (eV): -10439.7122
Relative energy (zero: lowest compared OMol25 entry of this formula, charge and spin) (eV): 4.485
LUMO level (eV): -4.56
HOMO-LUMO gap (eV): 8.7
SMILES string: CC1=C(C)[N+](C)(C)N=C1

Results of the Löwdin charge analysis, in e, for atoms 1 through 8: number 1, C, carries -0.0638; number 2, C, carries -0.1510; number 3, C, carries -0.0892; number 4, C, carries 0.0068; number 5, N, carries -0.3580; number 6, C, carries 0.0737; number 7, C, carries 0.0314; number 8, N, carries 0.1226

[3]
The following is a DFT calculation (ωB97M-V with the def2-TZVPD basis set) of one molecule with the formula CH4SSi.

```
! RIJCOSX wB97M-V def2-TZVPD def2/J DEFGRID3
* xyz 0 1
C -0.834 -0.789 0.068
Si 0.263 0.721 -0.007
S 2.163 -0.198 -0.245
H -0.867 -1.324 0.908
H 0.184 1.740 -1.204
H -0.961 -1.230 -0.875
H 0.051 1.078 1.355
*
```

Summary:
Electronic energy (eV): -19811.1867
Relative energy (zero: lowest compared OMol25 entry of this formula, charge and spin) (eV): 2.783
LUMO level (spin up / spin down) (eV): -2.79 / -2.79
HOMO-LUMO gap (spin up / spin down) (eV): 6.2 / 6.2

Atom-resolved charges from Löwdin, all expressed in e: number 1, C, carries -0.0077; number 2, Si, carries 0.0347; number 3, S, carries 0.1654; number 4, H, carries -0.0412; number 5, H, carries -0.0470; number 6, H, carries -0.0134; number 7, H, carries -0.0909

[4]
The following is a DFT calculation (ωB97M-V with the def2-TZVPD basis set) of a 3-piece molecular cluster, C4H17N2O2 overall.

```
! RIJCOSX wB97M-V def2-TZVPD def2/J DEFGRID3
* xyz 1 1
C 0.870 -0.803 0.160
C 0.456 -1.543 1.447
C -1.029 -1.827 1.540
C -1.798 -0.549 1.558
N -1.776 0.249 0.309
N 1.305 0.556 0.302
H 1.572 -1.326 -0.444
H -0.050 -0.718 -0.497
H 0.802 -0.784 2.351
H 1.112 -2.390 1.632
H -1.302 -2.369 0.531
H -1.079 -2.570 2.355
H -1.451 0.249 2.448
H -2.927 -0.739 1.734
H -1.779 1.271 0.547
H -2.423 0.015 -0.341
H 1.036 1.212 -0.510
H 2.299 0.628 0.552
H 0.739 1.117 1.101
H 2.138 1.978 -2.640
H 3.062 0.901 -2.456
O 2.311 1.288 -2.005
H -1.520 2.090 -2.367
H -0.429 1.491 -3.128
O -0.748 1.542 -2.167
*
```

Summary:
Electronic energy (eV): -11491.2695
Relative energy (zero: lowest compared OMol25 entry of this formula, charge and spin) (eV): 2.621
LUMO level (eV): -2.95
HOMO-LUMO gap (eV): 9.5

Results of the Löwdin charge analysis, in e, for atoms 1 through 8: number 1, C, carries -0.2344; number 2, C, carries -0.1978; number 3, C, carries -0.2298; number 4, C, carries -0.2848; number 5, N, carries -0.0299; number 6, N, carries 0.1083; number 7, H, carries 0.1200; number 8, H, carries 0.1175